A cluster of 3 separate species, C31H65BN5O4 in total at a distorted geometry, computed with wB97M-V/def2-TZVPD.

CARTESIAN COORDINATES (ANGSTROEM)
C 0.592 2.418 -6.377
C 0.896 1.716 -5.454
N 1.137 0.807 -4.461
C 0.147 0.776 -3.350
N 0.674 1.410 -2.173
C 1.261 2.729 -2.422
C 2.192 0.007 -4.488
N 3.104 0.147 -5.516
B 2.924 -0.667 -6.770
N 3.383 -2.050 -6.824
O 2.383 -0.080 -7.886
N 2.336 -0.872 -3.437
C 3.574 -0.600 -2.675
C 3.561 -1.258 -1.269
C 4.031 -0.251 -0.199
C 2.841 0.585 0.366
C 2.738 0.524 1.901
C 1.924 1.687 2.538
C 1.014 2.423 1.543
C 0.064 3.398 2.242
C -0.954 4.020 1.252
C -2.427 3.769 1.619
C -2.800 2.293 1.877
C -3.371 1.564 0.642
C -2.312 1.269 -0.452
C -2.031 -0.242 -0.644
C 2.055 -2.305 -3.742
C 3.259 -3.251 -3.817
C 3.002 -4.552 -4.590
C 1.647 -5.238 -4.330
C 1.163 -5.903 -5.638
O 0.358 -7.021 -5.348
C 0.062 -7.792 -6.505
H 0.209 3.147 -7.055
H -0.149 -0.254 -3.160
H -0.751 1.290 -3.721
H -0.035 1.465 -1.455
H 1.518 3.174 -1.464
H 2.185 2.636 -2.992
H 0.549 3.390 -2.935
H 3.230 1.129 -5.759
H 2.591 -2.683 -6.871
H 3.937 -2.236 -7.654
H 1.620 0.477 -7.687
H 3.603 0.482 -2.507
H 4.488 -0.835 -3.225
H 4.322 -2.039 -1.295
H 2.573 -1.648 -1.039
H 4.754 0.447 -0.628
H 4.543 -0.763 0.617
H 1.939 0.141 -0.051
H 2.962 1.612 0.027
H 3.750 0.524 2.312
H 2.264 -0.421 2.175
H 2.591 2.416 2.998
H 1.279 1.249 3.303
H 0.415 1.712 0.967
H 1.644 3.025 0.882
H 0.633 4.214 2.695
H -0.458 2.904 3.063
H -0.809 5.104 1.277
H -0.755 3.715 0.222
H -2.726 4.374 2.476
H -3.033 4.103 0.770
H -1.968 1.692 2.250
H -3.577 2.243 2.641
H -3.717 0.590 1.005
H -4.253 2.072 0.249
H -1.371 1.732 -0.154
H -2.632 1.729 -1.391
H -2.634 -0.675 -1.440
H -2.182 -0.764 0.300
H -0.971 -0.376 -0.892
H 1.396 -2.668 -2.950
H 1.469 -2.384 -4.665
H 3.549 -3.521 -2.800
H 4.132 -2.769 -4.259
H 3.775 -5.256 -4.270
H 3.164 -4.435 -5.661
H 1.693 -6.035 -3.589
H 0.859 -4.546 -4.027
H 0.637 -5.150 -6.242
H 2.058 -6.252 -6.171
H 0.653 -7.483 -7.372
H -0.990 -7.692 -6.779
H 0.308 -8.834 -6.302
C -3.376 2.719 7.447
C -3.724 2.008 6.167
O -2.982 2.007 5.208
C -5.050 1.288 6.131
H -2.404 3.196 7.340
H -4.125 3.481 7.667
H -3.340 2.012 8.268
H -5.863 1.996 6.299
H -5.079 0.522 6.907
H -5.183 0.817 5.159
C -4.674 -0.297 10.838
C -4.468 1.165 11.150
O -4.293 1.981 10.273
C -4.489 1.562 12.604
H -4.637 -0.449 9.761
H -3.892 -0.894 11.309
H -5.647 -0.624 11.209
H -3.700 1.040 13.146
H -5.454 1.309 13.046
H -4.330 2.634 12.690

gap between HOMO and LUMO	6.836	eV
charge	+1
relative energy (zero: lowest compared OMol25 entry of this formula, charge and spin)	0.000	eV
LUMO level	-3.831	eV
HOMO	-10.7	eV